No. 1
{
  "formula": "C3H7BrS3",
  "method": "ωB97M-V with the def2-TZVPD basis set",
  "symbols": ["C", "C", "C", "S", "S", "S", "Br", "H", "H", "H", "H", "H", "H", "H"],
  "coordinates": [[-1.15506, 1.49355, -1.15033], [-1.45483, 0.01944, -1.00806], [1.40741, -0.66942, 0.71732], [2.14015, 0.67920, -0.03876], [1.62615, -2.27812, -0.13546], [0.75006, -0.47465, 2.39406], [-2.41186, -0.60416, 0.45336], [-0.12107, 1.60709, -1.37592], [-1.34025, 2.12220, -0.28344], [-1.86301, 1.90380, -1.89586], [-0.68836, -0.64529, -1.44183], [2.77724, 1.13684, 1.04750], [0.62079, -3.05560, 0.39854], [-0.28736, -1.23487, 2.31887]],
  "de_lowest_kj_mol": 246.6,
  "orbital_gap_ha": [0.280, 0.279],
  "max_force_ev_per_a": 2.44,
  "lumo_ev": [-0.39, 0.15]
}

No. 2
{
  "formula": "C3H7Cl2N4O",
  "method": "ωB97M-V with the def2-TZVPD basis set",
  "symbols": ["C", "C", "C", "N", "N", "N", "N", "O", "Cl", "Cl", "H", "H", "H", "H", "H", "H", "H"],
  "coordinates": [[0.10046, -0.46895, -0.84556], [0.84060, 2.68849, 0.98921], [-0.81985, -2.66452, -1.28317], [0.19328, 0.63071, 0.23167], [0.96352, 1.57107, 0.06601], [-0.71960, -1.46490, -0.43346], [-1.16804, -1.41833, 0.83131], [0.68055, -0.39005, -1.86827], [-2.91891, -1.80770, 0.97671], [-0.29264, -2.83662, 1.69563], [1.84425, 2.96581, 1.40258], [0.17270, 2.78849, 1.89950], [0.75936, 3.48988, 0.22013], [0.04534, -2.79005, -1.89849], [-0.96211, -3.46725, -0.61792], [-1.80751, -2.50800, -1.73957], [-0.47632, 0.53605, 0.99383]],
  "de_lowest_kj_mol": 29.6,
  "orbital_gap_ha": 0.317,
  "max_force_ev_per_a": 2.56,
  "lumo_ev": -6.13,
  "charge": 1,
  "smiles": "C/N=[NH+]/C(=O)N(C)N(Cl)Cl"
}

No. 3
{
  "formula": "C3H7Cl2OP",
  "method": "ωB97M-V with the def2-TZVPD basis set",
  "symbols": ["C", "C", "C", "O", "P", "Cl", "Cl", "H", "H", "H", "H", "H", "H", "H"],
  "coordinates": [[1.01239, 1.20270, 0.02222], [-1.45015, 0.43951, -0.27309], [-0.01116, 0.11765, -0.38357], [0.05787, -1.18010, 1.98157], [0.33234, -1.36325, 0.55401], [2.11508, -2.20946, 0.21422], [-0.83512, -2.83313, -0.27556], [0.97058, 1.24843, 1.14264], [1.86408, 0.96325, -0.50554], [0.68728, 2.25989, -0.19968], [-1.60474, 0.42159, 0.83659], [-2.02254, -0.46298, -0.80728], [-1.53461, 1.48319, -0.85280], [0.41868, -0.08728, -1.45373]],
  "de_lowest_kj_mol": 12.4,
  "orbital_gap_ha": 0.429,
  "max_force_ev_per_a": 4.74,
  "lumo_ev": 0.64,
  "smiles": "CC(C)P(=O)(Cl)Cl"
}

No. 4
{
  "formula": "C3H7Cl2P",
  "method": "ωB97M-V with the def2-TZVPD basis set",
  "symbols": ["C", "C", "C", "P", "Cl", "Cl", "H", "H", "H", "H", "H", "H", "H"],
  "coordinates": [[1.62034, 0.84350, 0.23348], [0.61102, -0.23978, -0.12657], [-0.84940, -0.00575, 0.23754], [-1.94280, -1.60347, 0.17444], [-1.56906, 1.45363, -0.69447], [-1.00250, 0.34690, 1.91219], [1.53191, 1.45945, 1.07538], [1.64392, 1.76596, -0.62258], [2.64450, 0.48658, 0.20469], [0.65291, -0.34314, -1.18322], [0.81393, -1.23904, 0.33139], [-1.22531, -1.92249, -0.95401], [-2.92946, -1.00234, -0.58827]],
  "de_lowest_kj_mol": 51.3,
  "orbital_gap_ha": 0.402,
  "max_force_ev_per_a": 4.48,
  "lumo_ev": 0.78
}

No. 5
{
  "formula": "C3H7Cl2PS",
  "method": "ωB97M-V with the def2-TZVPD basis set",
  "symbols": ["C", "C", "C", "P", "S", "Cl", "Cl", "H", "H", "H", "H", "H", "H", "H"],
  "coordinates": [[-1.86983, 0.73821, 0.08361], [-0.63865, 0.83623, 0.96346], [1.97375, 0.16063, 0.43049], [1.66241, -2.34645, -1.49098], [0.82299, 1.28908, -0.04988], [-0.18839, -2.79130, -0.82548], [1.18372, -1.28276, -3.12880], [-1.74900, -0.05646, -0.64585], [-2.74413, 0.52645, 0.69363], [-2.02919, 1.67491, -0.44303], [-0.41742, -0.10976, 1.45033], [-0.75281, 1.61904, 1.71375], [1.79390, -0.51928, 1.23697], [2.95267, 0.26147, 0.01179]],
  "de_lowest_kj_mol": 213.2,
  "orbital_gap_ha": [0.298, 0.228],
  "max_force_ev_per_a": 0.94,
  "lumo_ev": [0.31, -0.82]
}

No. 6
{
  "formula": "C3H7ClFNO2S",
  "method": "ωB97M-V with the def2-TZVPD basis set",
  "symbols": ["O", "S", "O", "F", "N", "C", "C", "C", "Cl", "H", "H", "H", "H", "H", "H", "H"],
  "coordinates": [[2.91714, -1.44739, 0.99359], [2.14688, -0.26320, 0.60460], [3.01252, 0.92137, 0.43917], [1.02962, 0.08464, 1.71926], [1.34087, -0.60494, -0.88372], [0.05831, 0.20548, -0.92637], [-1.12045, -0.54317, -0.25568], [-2.05772, 0.36639, 0.60510], [-2.18795, 2.06299, 0.00725], [1.94771, -0.12102, -1.55080], [0.28241, 1.17744, -0.45448], [-0.19657, 0.34352, -1.98806], [-1.71647, -1.14255, -0.95957], [-0.68639, -1.27719, 0.45153], [-3.06136, -0.08053, 0.55269], [-1.70855, 0.31816, 1.64547]],
  "orbital_gap_ha": 0.412,
  "max_force_ev_per_a": 5.46,
  "lumo_ev": 0.28,
  "smiles": "O=S(=O)(F)NCCCCl"
}

No. 7
{
  "formula": "C3H7ClN2O",
  "method": "ωB97M-V with the def2-TZVPD basis set",
  "symbols": ["C", "C", "C", "N", "N", "O", "Cl", "H", "H", "H", "H", "H", "H", "H"],
  "coordinates": [[-2.56353, -0.09722, 0.74986], [1.58060, -0.05836, 1.12511], [1.96062, 0.36390, -1.11025], [-2.06744, -0.63688, -0.33367], [1.22065, -0.31082, -0.09134], [-1.97880, 0.11538, 1.78618], [-4.23767, 0.44294, 0.35204], [-1.15207, -0.94712, -0.38992], [2.38582, 0.66308, 1.33391], [1.05653, -0.47201, 1.99785], [2.99692, 0.80409, -0.75622], [2.16122, -0.33887, -1.93542], [1.34450, 1.17672, -1.63602], [-2.70735, -0.70483, -1.09209]],
  "de_lowest_kj_mol": 0.0,
  "orbital_gap_ha": 0.410,
  "max_force_ev_per_a": 2.61,
  "lumo_ev": 0.83,
  "smiles": "NC(=O)Cl.C=NC"
}

No. 8
{
  "formula": "C3H7ClN2S",
  "method": "ωB97M-V with the def2-TZVPD basis set",
  "symbols": ["C", "C", "C", "H", "H", "H", "H", "H", "H", "H", "N", "N", "S", "Cl"],
  "coordinates": [[0.47644, 1.19367, 1.20445], [-0.22349, 0.93879, -0.13530], [0.21960, -0.40586, -0.74531], [0.68488, 0.11815, 1.67241], [-0.15827, 1.86457, 1.90363], [1.47127, 1.72112, 1.11441], [-1.41365, 0.84180, -0.14555], [1.57003, 0.12336, -1.97257], [0.02814, -2.37158, -0.76306], [-2.46335, -2.04514, -0.11982], [1.16072, -0.71470, -1.58950], [-0.17484, -1.61834, -0.16153], [-1.49877, -2.08979, 0.81046], [0.32129, 2.44394, -1.07272]],
  "de_lowest_kj_mol": 119.8,
  "orbital_gap_ha": 0.373,
  "max_force_ev_per_a": 3.07,
  "lumo_ev": 0.64,
  "smiles": "[H]/N=C(/NS)[C@@H](C)Cl"
}

No. 9
{
  "formula": "C3H7ClN3",
  "method": "ωB97M-V with the def2-TZVPD basis set",
  "symbols": ["C", "C", "C", "N", "N", "N", "Cl", "H", "H", "H", "H", "H", "H", "H"],
  "coordinates": [[0.14697, 0.24074, 0.85198], [0.78816, -0.67167, -0.20558], [-0.15912, -0.42629, -1.45174], [-0.95782, 0.71859, -1.11270], [-0.64316, 1.07628, 0.19849], [0.34207, 0.12111, 2.16034], [-1.35145, -1.73812, -1.64751], [1.83740, -0.47327, -0.52856], [0.91259, -1.79668, -0.09065], [0.33924, -0.52754, -2.36116], [-0.97969, 1.63606, -1.56714], [-0.95324, 1.96265, 0.57364], [1.09176, -0.46275, 2.39966], [-0.41370, 0.34090, 2.78093]],
  "de_lowest_kj_mol": 144.2,
  "orbital_gap_ha": 0.361,
  "max_force_ev_per_a": 2.59,
  "lumo_ev": -3.96,
  "charge": 1,
  "smiles": "[NH2+]=C1C[C@@H](Cl)NN1"
}

No. 10
{
  "formula": "C3H7ClNOPt",
  "method": "ωB97M-V with the def2-TZVPD basis set",
  "symbols": ["Pt", "Cl", "C", "C", "O", "N", "C", "H", "H", "H", "H", "H", "H", "H"],
  "coordinates": [[-3.98295, 0.90813, 3.60802], [-2.37211, 2.39890, 2.69597], [0.46795, -1.81432, -1.67764], [0.86890, -0.90455, -0.54637], [1.78816, -1.22199, 0.22762], [0.18926, 0.24846, -0.38439], [0.53464, 1.25287, 0.56828], [1.08674, -1.44748, -2.50608], [-0.58749, -1.75854, -1.94697], [0.68012, -2.85923, -1.48516], [-0.58191, 0.42244, -1.02926], [-0.27059, 1.92773, 0.87555], [1.22333, 1.97891, 0.10758], [0.95596, 0.86867, 1.49287]],
  "de_lowest_kj_mol": 38.1,
  "multiplicity": 3,
  "orbital_gap_ha": [0.305, 0.128],
  "max_force_ev_per_a": 1.51,
  "s2": 2.034,
  "lumo_ev": [-4.44, -9.06],
  "charge": 1
}

No. 11
{
  "formula": "C3H7ClO2P",
  "method": "ωB97M-V with the def2-TZVPD basis set",
  "symbols": ["C", "C", "C", "O", "O", "P", "Cl", "H", "H", "H", "H", "H", "H", "H"],
  "coordinates": [[-2.86222, -1.43293, 1.15220], [-3.23147, -0.57455, -1.31436], [-3.08006, -1.46915, -0.24206], [3.97681, 3.68868, 0.77588], [5.39700, 0.56114, -1.25859], [4.13091, -0.11830, -0.87122], [4.51524, -1.13268, 0.83019], [-3.13519, -0.52179, 1.63882], [3.85110, 3.15015, 0.04336], [-2.88282, -2.40985, 1.71156], [-3.01864, 0.49307, -1.31493], [-3.85440, -0.99501, -2.14177], [3.51687, 3.28447, 1.52479], [-3.32314, -2.52327, -0.53388]],
  "de_lowest_kj_mol": 492.9,
  "orbital_gap_ha": [0.262, 0.087],
  "max_force_ev_per_a": 3.23,
  "lumo_ev": [2.91, 1.26],
  "charge": -1
}

No. 12
{
  "formula": "C3H7ClSi",
  "method": "ωB97M-V with the def2-TZVPD basis set",
  "symbols": ["C", "C", "C", "Si", "Cl", "H", "H", "H", "H", "H", "H", "H"],
  "coordinates": [[-0.72305, 1.80064, 0.90584], [0.13446, 1.51264, -0.04619], [0.87955, -1.66275, -0.06901], [-0.32693, -0.56875, -1.01203], [-2.20848, -0.90719, -0.46599], [-0.58970, 2.70279, 1.51713], [-1.53836, 1.28882, 1.32070], [0.91092, 2.26105, -0.15278], [1.17814, -2.52962, -0.52479], [1.83612, -1.23841, 0.04610], [0.69668, -1.86365, 0.95763], [-0.24934, -0.79558, -2.47660]],
  "de_lowest_kj_mol": 79.5,
  "orbital_gap_ha": 0.392,
  "max_force_ev_per_a": 4.02,
  "lumo_ev": 0.94
}

No. 13
{
  "formula": "C3H7CoN6O2Se2Te2",
  "method": "ωB97M-V with the def2-TZVPD basis set",
  "symbols": ["Co", "N", "C", "C", "O", "O", "H", "H", "H", "H", "Se", "Te", "Te", "Se", "N", "N", "N", "C", "N", "N", "H", "H", "H"],
  "coordinates": [[-0.58388, 0.94117, 0.06002], [-1.46354, -1.05907, -0.15927], [-2.90321, -0.99260, 0.09403], [-3.45237, 0.38621, -0.34232], [-4.64632, 0.47930, -0.61147], [-2.58294, 1.31707, -0.34385], [-1.29056, -1.27507, -1.13401], [-1.00931, -1.76572, 0.40455], [-3.07808, -1.06190, 1.16870], [-3.46748, -1.77731, -0.41290], [-1.03888, 1.28963, 2.47279], [-0.40270, 3.35282, 1.19686], [-0.70541, 3.24613, -1.55275], [0.20163, 1.09120, -2.38934], [3.78812, -1.86506, -0.45640], [2.99798, -0.82198, -0.02524], [3.49247, 0.36388, 0.25628], [2.39616, 1.02976, 0.57086], [1.31245, 0.24572, 0.50627], [1.70900, -0.93106, 0.08868], [4.74868, -1.56864, -0.36862], [3.59748, -2.68595, 0.10107], [2.38070, 2.06146, 0.87606]],
  "multiplicity": 2,
  "orbital_gap_ha": [0.215, 0.216],
  "max_force_ev_per_a": 1.44,
  "s2": 0.849,
  "lumo_ev": [2.47, 2.45],
  "charge": -1
}

No. 14
{
  "formula": "C3H7F",
  "method": "ωB97M-V with the def2-TZVPD basis set",
  "symbols": ["C", "C", "C", "H", "H", "H", "H", "H", "H", "H", "F"],
  "coordinates": [[0.01214, -0.92801, -0.61813], [0.16244, -0.11827, 0.61069], [0.12869, 1.22848, 0.16335], [-1.29866, -0.91081, -0.74622], [-0.10173, -2.00065, -0.59290], [0.33654, -0.84258, -1.65551], [-0.56778, -0.36494, 1.39589], [0.42806, 1.42061, -0.92643], [0.51520, 1.70632, 0.89116], [-0.94453, 1.56814, 0.29362], [1.32961, -0.75829, 1.18449]],
  "de_lowest_kj_mol": 247.6,
  "orbital_gap_ha": 0.441,
  "max_force_ev_per_a": 7.89,
  "lumo_ev": 0.97,
  "smiles": "CC(C)F"
}

No. 15
{
  "formula": "C3H7F2KN2O9PS2",
  "method": "ωB97M-V with the def2-TZVPD basis set",
  "symbols": ["K", "P", "O", "O", "O", "O", "N", "S", "O", "O", "F", "S", "O", "O", "F", "C", "O", "N", "C", "C", "H", "H", "H", "H", "H", "H", "H"],
  "coordinates": [[2.34827, -0.06742, 0.60516], [3.27735, -1.07829, -2.04956], [4.13319, 0.17938, -1.56108], [1.84563, -0.55674, -2.26302], [3.34481, -2.15498, -0.90717], [3.82200, -1.68024, -3.33853], [0.37975, -1.74362, 2.00203], [0.80124, -2.43154, 3.29502], [0.63368, -3.88128, 3.28044], [0.88026, -1.75176, 4.57335], [2.41704, -2.41722, 3.11337], [-1.06962, -1.06066, 2.61618], [-1.12841, 0.35263, 2.88699], [-1.92092, -1.98861, 3.38770], [-1.82209, -1.06985, 1.20700], [-1.31978, 2.77976, -2.60474], [-2.22778, 3.11766, -3.29790], [-1.45282, 2.12860, -1.45583], [-0.33320, 1.40266, -0.79584], [-2.80308, 1.55146, -1.08657], [-0.29221, 3.05452, -2.88901], [-0.24704, 1.49676, 0.28667], [0.61488, 1.40404, -1.33366], [-0.49646, 0.32513, -0.81478], [-3.66855, 2.00727, -1.56754], [-2.84060, 0.48100, -1.28855], [-2.87553, 1.60134, -0.00013]],
  "multiplicity": 2,
  "orbital_gap_ha": [0.217, 0.200],
  "max_force_ev_per_a": 9.13,
  "s2": 0.766,
  "lumo_ev": [4.10, 4.11],
  "charge": -2
}

No. 16
{
  "formula": "C3H7FN",
  "method": "ωB97M-V with the def2-TZVPD basis set",
  "symbols": ["N", "C", "C", "C", "F", "H", "H", "H", "H", "H", "H", "H"],
  "coordinates": [[1.34005, -1.00871, 0.63049], [1.13128, 0.24231, -0.05261], [-0.32573, 0.72837, 0.06294], [-1.34952, -0.37142, -0.12087], [-1.93109, -0.77073, 1.08750], [2.11810, -1.46387, 0.15862], [1.75926, 1.07056, 0.33461], [1.34117, 0.18549, -1.13918], [-0.52312, 1.18970, 1.03209], [-0.50287, 1.49106, -0.70142], [-2.18727, -0.04266, -0.74284], [-0.87028, -1.25011, -0.54932]],
  "orbital_gap_ha": 0.208,
  "max_force_ev_per_a": 0.86,
  "lumo_ev": 4.63,
  "charge": -1
}

No. 17
{
  "formula": "C3H7FN2O",
  "method": "ωB97M-V with the def2-TZVPD basis set",
  "symbols": ["C", "C", "C", "N", "N", "O", "F", "H", "H", "H", "H", "H", "H", "H"],
  "coordinates": [[-0.88539, 0.62935, 0.34384], [-1.87589, -0.19037, -0.49468], [0.36213, -0.14416, 0.90710], [2.01341, 0.30353, -0.77755], [1.61122, 0.40660, 0.53412], [-0.94389, 1.82981, 0.43880], [0.27881, -1.48531, 0.43196], [-2.88778, 0.24030, -0.60351], [-2.05692, -1.26067, -0.04083], [-1.71824, -0.56787, -1.53405], [0.16706, -0.21859, 2.25592], [1.81058, -0.54463, -1.22095], [1.72331, 1.07618, -1.31534], [2.40159, -0.07418, 1.07518]],
  "de_lowest_kj_mol": 191.6,
  "orbital_gap_ha": 0.387,
  "max_force_ev_per_a": 4.40,
  "lumo_ev": 0.59
}

no.,total energy (hartree)
1,-3886.9393
2,-1332.7212
3,-1455.5371
4,-1380.1867
5,-1778.3895
6,-1281.9461
7,-763.4373
8,-1086.3430
9,-742.6762
10,-827.5896
11,-1070.5040
12,-868.1549
13,-7319.2787
14,-218.2679
15,-2842.6993
16,-273.0694
17,-403.0364